CH2I2S as an isolated structure at a distorted geometry. Source: the Open Molecules 2025 dataset; level of theory: ωB97M-V/def2-TZVPD.

Structure (XYZ):
```
6
CH2I2S | the Open Molecules 2025 dataset | ωB97M-V/def2-TZVPD
H 1.114 -0.105 -0.449
I 0.744 -0.305 2.064
H -0.658 -1.833 -0.743
S -1.265 -0.499 -0.697
I -0.068 2.425 -0.176
C 0.133 0.318 0.002
```

Computed properties:
E_LUMO (eV): -0.58
DFT total energy (a.u.): -1032.84014
Kohn-Sham gap (eV): 8.8

---

C51H43Cl3FFeN5O3P2 as an isolated structure at a distorted geometry. Source: the Open Molecules 2025 dataset; level of theory: ωB97M-V/def2-TZVPD.

Structure (XYZ):
```
109
C51H43Cl3FFeN5O3P2 | the Open Molecules 2025 dataset | ωB97M-V/def2-TZVPD
N 0.668 1.702 -2.360
H -2.026 -5.344 -2.405
C -1.996 -1.551 -3.098
H 4.017 -0.422 2.532
H -1.183 -5.485 4.273
P 0.370 3.541 0.458
C -1.073 -1.364 0.898
C 3.159 -2.268 -2.890
H -6.403 -4.170 0.396
C 2.007 -2.907 -0.884
C -1.190 -4.663 3.568
C 3.058 4.273 0.602
H 5.078 -4.320 -0.996
H 5.109 4.880 0.596
C 0.010 -4.040 3.234
H 4.584 7.292 0.672
C -3.190 -3.632 -2.974
C 0.480 3.043 -2.374
C 4.253 -3.028 -2.494
C 1.810 1.547 3.072
H 2.708 1.427 -2.850
C 4.914 0.779 -0.479
H -0.110 5.515 2.644
H -3.531 -5.882 3.703
C -1.016 4.958 2.444
H -4.206 4.708 3.537
C 0.065 -2.988 2.370
C -4.807 -3.433 1.613
H -2.145 6.015 3.918
H -0.298 4.762 -1.357
C 1.731 4.694 0.631
H 3.060 -4.218 0.441
H 2.005 -0.752 1.148
H 3.307 3.224 0.541
P 0.608 -1.110 -2.397
C -2.515 0.243 -0.567
C 0.899 2.414 -4.479
C -5.595 -3.444 0.309
H 1.135 -2.846 -0.240
N 1.088 2.026 0.702
Cl 0.455 2.481 3.674
C 2.583 0.150 0.929
H -4.356 -1.322 0.201
C 5.052 0.301 0.812
C 0.642 3.535 -3.659
C -2.307 -0.939 0.358
N 3.586 1.229 -2.381
H -4.107 -4.195 -3.087
C -0.240 3.674 -1.232
H -6.047 -2.484 0.070
C 3.784 6.564 0.655
C 0.865 -0.171 -3.965
H 0.020 -0.412 -4.615
C 4.225 -3.727 -1.298
H -4.237 2.908 1.834
C -3.437 -1.654 0.661
H -4.168 -4.307 4.142
H 2.229 8.045 0.654
C -0.840 -3.561 -2.454
C 1.438 6.060 0.627
C -1.125 -2.522 1.789
C -3.336 3.478 2.013
H -4.109 -5.433 1.301
C -2.159 5.229 3.176
H 6.036 0.175 1.245
Cl 1.700 -0.053 3.833
C -2.334 -3.168 2.078
H -4.954 -3.743 -0.523
H -5.542 -5.301 2.313
H -2.004 -0.482 -3.281
C -3.174 -2.267 -3.233
H 0.525 4.559 -3.977
H 4.441 1.526 -2.813
O -3.668 0.513 -0.888
H -2.223 2.437 0.504
C 1.723 1.310 1.528
C -1.039 3.946 1.485
C 0.865 1.302 -3.650
H -5.360 -2.879 2.377
C -2.201 3.207 1.265
H 0.411 6.406 0.589
N 2.524 0.386 -0.503
C 4.080 5.210 0.620
C -0.821 -2.192 -2.700
H 1.757 -0.505 -4.497
C -2.023 -4.277 -2.589
C -3.685 -4.868 3.336
C 2.023 -2.202 -2.092
C 2.463 6.990 0.650
H 5.768 1.084 -1.067
C -2.368 -4.233 3.004
H 5.129 -3.074 -3.128
H -1.266 3.293 -1.200
H 0.065 -4.082 -2.166
O 0.052 -0.846 0.667
F 1.142 -4.500 3.795
H -4.077 -1.750 -3.531
C -3.316 4.488 2.963
N -3.497 -2.733 1.446
H 1.003 -2.513 2.123
C 3.094 -3.670 -0.493
Fe 0.470 0.531 -0.829
C 3.606 0.802 -1.107
Cl 3.296 2.351 3.456
O -1.484 0.901 -0.945
C -4.572 -4.852 2.105
H 1.038 2.412 -5.548
C 3.937 -0.014 1.537
H 3.211 -1.729 -3.825
```

Computed properties:
Total charge: +1
Multiplicity: 2
E_LUMO (alpha / beta) (eV): -3.09 / -3.51
⟨S²⟩: 0.78
DFT total energy (a.u.): -5895.50191
Kohn-Sham gap (alpha / beta) (eV): 6.2 / 5.8

---

C10H9Cl2NOPd as an isolated structure at a distorted geometry. Source: the Open Molecules 2025 dataset; level of theory: ωB97M-V/def2-TZVPD.

Structure (XYZ):
```
24
C10H9Cl2NOPd | the Open Molecules 2025 dataset | ωB97M-V/def2-TZVPD
Pd -0.026 0.051 -2.273
Cl -0.066 -0.712 4.731
C -0.194 -2.274 2.537
H 0.228 1.807 3.559
H -0.292 -3.101 3.222
C 0.172 1.522 2.505
H -0.296 1.528 -3.021
Cl -0.364 -4.099 0.560
C 0.041 0.159 2.146
H 0.322 3.522 1.714
C 0.159 2.095 0.138
C -0.121 -1.500 0.243
H -1.002 1.119 -3.168
H -0.225 -1.096 -4.573
H 0.218 2.815 -0.685
C -0.209 -2.561 1.185
C -0.014 -0.157 0.755
C -0.057 -0.970 3.023
N 0.029 0.804 -0.201
H 1.240 -0.194 -3.857
C 0.262 -0.182 -4.193
H 0.092 0.671 -4.817
O -0.118 -1.714 -1.027
C 0.220 2.467 1.496
```

Computed properties:
Multiplicity: 3
E_LUMO (alpha / beta) (eV): -0.89 / -2.81
⟨S²⟩: 2.06
DFT total energy (a.u.): -1564.53842
Kohn-Sham gap (alpha / beta) (eV): 4.1 / 4.8

---

A 3-piece molecular cluster, CH3BF2O2 overall at a distorted geometry. Source: the Open Molecules 2025 dataset; level of theory: ωB97M-V/def2-TZVPD.

Structure (XYZ):
```
9
CH3BF2O2 | the Open Molecules 2025 dataset | ωB97M-V/def2-TZVPD
C -2.022 -0.653 -1.220
H 0.062 0.692 -0.834
O 0.854 0.910 0.477
F -2.940 -0.297 -2.088
F -0.547 0.787 -1.522
H -1.283 -1.377 -1.691
B 1.424 0.537 1.493
O 2.100 0.110 2.487
H 2.352 -0.708 2.898
```

Computed properties:
E_LUMO (eV): -0.42
DFT total energy (a.u.): -414.91114
Kohn-Sham gap (eV): 7.6

---

In order of appearance, energy relative to the best compared isomer or geometry (same formula, charge and spin) = 43.7; 0.0; 254.1; 408.5 kJ/mol.